This record from OMol25 describes 6 unconnected molecules or ions with the total composition C32H62F3N3O17P2. The level of theory is ωB97M-V/def2-TZVPD.

Values from the calculation:
* relative energy (zero: lowest compared OMol25 entry of this formula, charge and spin): 110.62 kcal per mole
* SMILES: C[C@]1(P(=N)(O)O)C(=O)N[C@](N)(CCCC(=O)O)[C@]1(CCC(F)(F)F)P(O)O.CCOC(C)=O.CCOC(C)=O.CCOC(C)=O.CCOC(C)=O.CCOC(C)=O

```
! RIJCOSX wB97M-V def2-TZVPD def2/J DEFGRID3
* xyz 0 1
H 0.150 -3.776 -3.102
O 2.292 2.138 -3.883
O -4.241 0.649 2.464
C 1.652 4.126 0.881
N 1.382 -0.048 -3.857
H -6.347 1.584 3.817
H 6.668 -1.189 -0.792
P 0.534 -0.080 -7.051
H -2.501 0.648 5.143
C 0.246 -0.909 -4.346
O 2.177 -0.855 -0.957
H -0.034 -2.239 -7.536
H -2.380 -0.911 5.988
C 1.357 1.367 -4.172
C -2.182 -0.392 5.046
H -6.766 1.641 2.115
H -2.775 3.876 -3.777
H 1.048 -1.805 7.642
C 1.053 -3.297 -3.599
H 1.493 -0.943 6.195
O -1.297 1.665 -2.245
C -4.670 2.016 2.534
H 3.964 -0.045 1.626
H 2.139 -0.915 11.185
H -0.192 -1.339 9.214
O 1.759 1.341 7.307
H -0.892 2.379 -6.952
C -0.448 0.106 -5.383
O 0.051 -5.775 -5.322
H -2.246 -2.601 2.538
C -1.252 -2.169 2.418
C 0.447 -0.735 9.863
C -1.933 -0.185 -5.902
O 4.246 -0.077 -1.018
O 2.210 -0.264 -6.753
H -3.779 0.854 -5.221
H 2.741 -1.307 7.409
C 3.261 -0.718 1.138
H -6.234 -0.097 0.361
C 1.361 3.481 3.698
H -0.187 -0.612 -2.294
H 2.228 -1.971 9.787
N -0.444 -1.239 -3.062
H 2.395 -5.146 -3.375
H -6.449 3.151 2.986
C -3.090 0.033 -4.814
C -0.709 -0.467 4.701
H 3.533 -1.752 1.354
H 2.974 2.561 0.214
C 5.397 0.504 -0.388
H 2.944 -3.847 -4.636
H 5.874 1.133 -1.143
H -2.119 0.523 -6.793
O -0.108 -1.367 -7.986
C 0.399 2.981 2.658
H 1.350 4.403 -0.132
H -0.581 -5.022 -5.240
H 2.282 -0.504 1.570
C 2.059 -4.435 -4.196
H 1.705 -2.701 -2.861
H 0.976 2.706 -6.729
H 2.066 2.686 3.946
C 1.542 -1.547 10.523
C 3.174 -0.532 -0.349
C -4.364 -0.129 1.374
H -2.799 -0.872 4.284
C -0.379 -2.618 3.554
C -0.037 2.613 -6.227
O -0.560 2.312 2.972
C -3.996 -1.301 -4.779
H -4.084 2.479 3.331
H -0.814 -2.527 1.485
H -2.259 1.502 -2.104
C -0.023 1.594 -4.951
H 1.557 -2.395 -5.560
C 1.463 0.323 7.891
C 6.375 -0.564 0.056
F -4.951 -1.172 -3.746
H 1.907 4.374 3.400
H 0.795 3.751 4.591
H 3.758 4.144 0.413
H 3.347 3.153 1.824
H 7.271 -0.111 0.485
H -0.204 -0.317 10.634
H 0.572 4.023 -3.709
O 0.993 0.385 9.150
H 1.653 5.049 1.466
H -2.069 -1.244 -6.327
O 2.030 -5.361 -6.448
O -2.573 3.098 -4.357
H -0.465 0.066 3.781
H -1.457 -1.357 -3.162
H -0.287 -2.841 -5.414
N -0.330 3.915 -3.225
H -4.803 -0.026 -0.695
H 5.934 -1.229 0.801
C 0.638 -2.396 -4.891
H -2.735 0.219 -3.754
C 1.699 -1.021 7.263
O 0.656 3.210 1.360
C 1.363 -5.214 -5.399
H 2.533 -0.943 -7.390
C -6.142 2.108 2.881
P -1.065 2.563 -3.704
H -4.419 2.553 1.616
H 1.839 -0.346 -2.989
O 0.160 -3.703 3.534
H -0.131 0.009 5.495
C -5.237 0.330 0.241
H -5.311 1.412 0.151
H 5.101 1.169 0.426
H 1.115 -2.365 11.108
O -3.834 -1.216 1.347
F -3.233 -2.463 -4.485
C 3.013 3.463 0.831
H -1.332 -1.089 2.324
H -0.280 3.663 -5.814
F -4.610 -1.566 -6.036
O -0.264 -1.833 4.642
*
```


This record from OMol25 describes a molecular structure, C10H30CrO20P2V. The level of theory is ωB97M-V/def2-TZVPD.

Values from the calculation:
* energy: -4575.1306 hartree

```
! RIJCOSX wB97M-V def2-TZVPD def2/J DEFGRID3
* xyz -2 4
H -4.039 3.844 0.105
H -1.196 2.892 0.177
O -3.633 1.908 -0.156
H -3.194 -3.710 2.215
H -2.432 4.589 -1.751
O -2.809 -1.590 1.986
H 4.780 -0.871 2.979
O -1.223 2.012 -4.245
O 0.322 -0.517 0.247
H 3.713 -2.496 0.192
O -2.038 0.716 3.017
P -0.555 0.369 -0.659
C -2.652 -2.863 2.634
H 2.598 -0.421 1.763
H -2.981 -2.737 3.666
O 0.123 0.465 2.841
C -0.551 1.339 -5.377
H -2.719 1.735 0.082
H -0.644 1.942 -6.280
C -3.741 3.170 -0.699
H 4.570 1.404 3.727
C -2.362 3.654 -1.194
H 1.980 -0.219 -0.260
O -1.131 1.239 0.407
C 2.838 -1.428 -1.557
O 2.727 -0.220 -0.863
H -0.783 -3.658 3.416
C 0.909 0.981 -4.998
C -1.163 -3.184 2.511
O -0.601 2.415 4.350
H 1.640 0.505 3.555
H 3.463 -3.456 -1.090
H 2.968 1.323 1.904
H 0.344 0.048 -3.367
H 0.307 -2.061 3.094
O -1.501 3.772 -0.057
O -3.450 -2.329 -1.606
H 1.306 -2.154 0.215
O -2.273 -1.603 -3.726
P -0.805 0.982 3.920
H 1.535 0.886 -5.885
O -1.676 -0.583 -0.230
H 2.007 -1.470 -2.261
H -1.065 1.457 -3.478
H -0.997 -3.917 1.722
H -1.037 0.383 -5.573
O 5.148 1.109 3.019
C 3.095 0.342 2.362
Cr -1.148 -0.302 1.585
O 2.553 0.226 3.654
H -4.480 3.169 -1.499
H 3.747 -1.468 -2.158
H 4.870 -0.219 1.346
H 1.342 1.855 -4.511
O -0.924 0.242 5.212
O 0.859 -0.196 -4.139
H -3.726 -1.485 1.722
H -1.836 2.965 -1.855
V -2.294 -1.333 -2.121
O -0.367 -2.077 2.411
O 1.707 -2.977 -0.074
O -0.923 0.233 -2.137
C 2.967 -2.622 -0.593
C 4.531 -0.008 2.361
*
```


This record from OMol25 describes a gas-phase ion, C5H9N4O (charge +1). The level of theory is ωB97M-V/def2-TZVPD.

Values from the calculation:
* relative energy (zero: lowest compared OMol25 entry of this formula, charge and spin): 159.08 kcal per mole

```
! RIJCOSX wB97M-V def2-TZVPD def2/J DEFGRID3
* xyz 1 1
H 0.664 1.566 -0.395
N 0.319 0.644 -0.104
H 2.730 -0.543 -0.449
H 2.708 -1.515 1.084
N -0.796 -1.080 1.754
C -2.469 0.311 -2.278
H 2.615 1.593 0.937
C 2.435 -0.599 0.587
N 0.347 -0.749 1.890
H -2.427 -0.779 -2.258
H -2.366 0.674 -3.299
H 2.555 0.592 2.445
C -0.732 0.136 -0.713
C 2.341 0.653 1.390
H -2.596 -1.180 1.010
N -1.594 -1.258 0.858
C 1.070 -0.009 0.929
O -1.391 0.881 -1.528
H -3.414 0.664 -1.859
*
```


This record from OMol25 describes a single C2H4N2O2 molecule. The level of theory is ωB97M-V/def2-TZVPD.

Values from the calculation:
* relative energy (zero: lowest compared OMol25 entry of this formula, charge and spin): 113.99 kcal per mole
* SMILES: [H]/N=C1\NOCO1

```
! RIJCOSX wB97M-V def2-TZVPD def2/J DEFGRID3
* xyz 0 1
O 0.164 1.048 -0.291
O 1.074 -0.707 0.728
N -0.482 -1.022 0.462
H 0.378 0.985 1.919
H -1.431 -0.944 -1.790
C 0.934 0.705 0.922
N -1.224 -0.048 -1.646
H 2.049 0.985 0.839
H -0.986 -0.756 1.323
C -0.596 0.044 -0.504
*
```